Record 1
{"formula": "C30H70N10O10", "method": "ωB97M-V with the def2-TZVPD basis set", "multiplicity": 1, "relative_energy_kcal_mol": 215.01, "max_force_ev_per_a": 3.937, "homo_energy_ev": -9.117, "smiles": "CN(C)C=O.CN(C)C=O.CN(C)C=O.CN(C)C=O.CN(C)C=O.CN(C)C=O.CN(C)C=O.CN(C)C=O.CN(C)C=O.CN(C)C=O", "lumo_energy_ev": -0.1, "species": ["C", "O", "N", "C", "C", "H", "H", "H", "H", "H", "H", "H", "C", "O", "N", "C", "C", "H", "H", "H", "H", "H", "H", "H", "C", "O", "N", "C", "C", "H", "H", "H", "H", "H", "H", "H", "C", "O", "N", "C", "C", "H", "H", "H", "H", "H", "H", "H", "C", "O", "N", "C", "C", "H", "H", "H", "H", "H", "H", "H", "C", "O", "N", "C", "C", "H", "H", "H", "H", "H", "H", "H", "C", "O", "N", "C", "C", "H", "H", "H", "H", "H", "H", "H", "C", "O", "N", "C", "C", "H", "H", "H", "H", "H", "H", "H", "C", "O", "N", "C", "C", "H", "H", "H", "H", "H", "H", "H", "C", "O", "N", "C", "C", "H", "H", "H", "H", "H", "H", "H"], "coordinates": [[-1.89, 2.78, 2.76], [-1.76, 1.59, 3.05], [-2.58, 3.33, 1.77], [-3.61, 2.59, 1.12], [-2.59, 4.82, 1.69], [-1.24, 3.54, 3.21], [-3.62, 1.50, 1.15], [-3.60, 2.78, 0.05], [-4.59, 3.01, 1.35], [-2.70, 5.07, 0.64], [-3.51, 5.23, 2.09], [-1.81, 5.35, 2.25], [-3.04, 1.20, -4.50], [-2.03, 1.93, -4.38], [-3.67, 0.55, -3.50], [-4.94, -0.08, -3.85], [-3.10, 0.52, -2.13], [-3.49, 0.98, -5.48], [-5.62, 0.05, -3.01], [-4.83, -1.16, -3.96], [-5.37, 0.28, -4.78], [-3.06, -0.56, -1.96], [-2.12, 0.98, -2.20], [-3.79, 1.06, -1.48], [-4.12, -2.00, 0.45], [-3.64, -2.98, -0.08], [-5.28, -1.45, 0.06], [-5.79, -0.30, 0.75], [-6.18, -2.12, -0.89], [-3.64, -1.44, 1.28], [-5.65, -0.39, 1.83], [-6.79, -0.01, 0.45], [-5.30, 0.64, 0.48], [-7.04, -2.61, -0.43], [-6.53, -1.35, -1.59], [-5.78, -2.89, -1.55], [1.86, -2.18, -4.10], [2.42, -3.31, -4.24], [0.56, -1.92, -4.26], [-0.10, -0.66, -3.92], [-0.28, -2.99, -4.70], [2.40, -1.28, -3.78], [-0.91, -0.49, -4.63], [0.61, 0.17, -3.88], [-0.55, -0.79, -2.94], [0.22, -3.93, -4.93], [-0.84, -3.25, -3.80], [-1.03, -2.75, -5.45], [3.68, 6.31, -0.48], [4.27, 7.36, -0.28], [4.03, 5.06, -0.05], [3.25, 3.83, -0.39], [5.18, 4.70, 0.74], [2.83, 6.26, -1.17], [3.89, 3.12, -0.92], [2.41, 4.12, -1.03], [2.91, 3.32, 0.52], [6.03, 4.38, 0.14], [5.36, 5.64, 1.27], [4.93, 4.03, 1.56], [4.51, 2.64, 3.98], [4.51, 3.81, 4.23], [5.58, 2.08, 3.45], [5.55, 0.65, 3.28], [6.83, 2.80, 3.13], [3.71, 1.92, 4.20], [6.35, 0.10, 3.77], [5.65, 0.42, 2.22], [4.60, 0.21, 3.56], [7.57, 2.50, 3.87], [7.03, 2.47, 2.11], [6.79, 3.89, 3.09], [0.14, -6.01, -2.39], [-0.50, -7.01, -2.73], [-0.38, -4.89, -1.86], [0.44, -3.75, -1.36], [-1.87, -4.76, -1.75], [1.23, -5.97, -2.49], [-0.02, -2.79, -1.58], [1.39, -3.71, -1.90], [0.55, -3.78, -0.28], [-2.46, -5.58, -2.15], [-2.12, -4.59, -0.70], [-2.04, -3.83, -2.30], [-3.63, -4.35, 5.65], [-4.34, -5.35, 5.72], [-3.62, -3.53, 4.55], [-2.85, -2.33, 4.47], [-4.50, -3.77, 3.39], [-2.93, -3.99, 6.42], [-3.58, -1.57, 4.74], [-2.41, -2.15, 3.49], [-1.97, -2.39, 5.12], [-3.87, -3.88, 2.50], [-5.09, -4.68, 3.42], [-5.17, -2.93, 3.21], [1.73, 0.12, 1.91], [2.68, 0.93, 1.95], [0.74, 0.12, 1.00], [-0.37, -0.81, 1.17], [0.53, 1.19, -0.01], [1.64, -0.71, 2.62], [-1.13, -0.46, 1.86], [0.05, -1.69, 1.64], [-0.76, -1.19, 0.23], [-0.35, 1.84, -0.01], [1.32, 1.94, 0.07], [0.76, 0.76, -0.99], [5.21, 0.99, -2.65], [4.13, 1.22, -3.14], [5.35, 0.65, -1.38], [6.66, 0.45, -0.73], [4.37, 0.36, -0.40], [6.18, 1.02, -3.17], [6.88, 1.36, -0.17], [7.40, 0.35, -1.53], [6.84, -0.29, 0.04], [4.30, 1.21, 0.27], [3.35, 0.15, -0.73], [4.56, -0.58, 0.12]]}

Record 2
{"formula": "C4H8O2", "method": "ωB97M-V with the def2-TZVPD basis set", "multiplicity": 1, "relative_energy_kcal_mol": 36.32, "max_force_ev_per_a": 0.565, "homo_energy_ev": -9.644, "smiles": "CO[C@@H](C)C=O", "lumo_energy_ev": 0.9, "species": ["C", "O", "C", "C", "C", "O", "H", "H", "H", "H", "H", "H", "H", "H"], "coordinates": [[1.94, -0.09, -0.57], [0.89, -0.50, 0.26], [-0.35, 0.12, -0.03], [-1.46, -0.92, -0.03], [-0.61, 1.23, 0.98], [-1.68, 1.77, 1.12], [2.83, -0.64, -0.27], [1.72, -0.32, -1.63], [2.15, 0.99, -0.48], [-0.31, 0.61, -1.02], [-1.35, -1.58, -0.89], [-1.40, -1.52, 0.88], [-2.43, -0.43, -0.07], [0.28, 1.51, 1.59]]}

Record 3
{"formula": "C22H44Br17GaNO", "method": "ωB97M-V with the def2-TZVPD basis set", "multiplicity": 1, "max_force_ev_per_a": 2.442, "total_charge": -1, "homo_energy_ev": -3.474, "lumo_energy_ev": 1.3, "species": ["C", "C", "Ga", "Br", "C", "C", "N", "O", "C", "C", "H", "H", "H", "H", "H", "H", "H", "H", "H", "H", "H", "H", "Br", "C", "C", "Br", "H", "H", "H", "H", "Br", "C", "C", "Br", "H", "H", "H", "H", "Br", "C", "C", "Br", "H", "H", "H", "H", "Br", "C", "C", "Br", "H", "H", "H", "H", "Br", "C", "C", "Br", "H", "H", "H", "H", "Br", "C", "C", "Br", "H", "H", "H", "H", "Br", "C", "C", "Br", "H", "H", "H", "H", "Br", "C", "C", "Br", "H", "H", "H", "H"], "coordinates": [[1.44, -3.61, -2.46], [0.28, -3.00, -2.86], [0.53, -1.18, -3.77], [2.54, -0.23, -2.75], [-1.11, 0.02, -3.53], [-0.81, 1.37, -4.09], [-0.01, 2.19, -3.55], [0.82, -1.53, -5.61], [1.63, -0.54, -6.25], [1.74, -0.95, -7.73], [1.75, -3.60, -1.41], [2.11, -4.09, -3.18], [-0.71, -3.44, -2.72], [-1.97, -0.37, -4.07], [-1.36, 0.18, -2.48], [-1.28, 1.66, -5.04], [0.04, 3.04, -4.11], [2.62, -0.52, -5.77], [1.09, 0.41, -6.16], [1.87, -0.03, -8.31], [2.61, -1.60, -7.84], [0.85, -1.50, -8.04], [-0.76, 7.11, -0.27], [-1.50, 5.33, 0.01], [-1.20, 4.41, -1.15], [-2.34, 4.80, -2.68], [-2.57, 5.46, 0.18], [-1.03, 4.96, 0.91], [-1.42, 3.38, -0.88], [-0.18, 4.48, -1.49], [-3.77, -1.46, -2.25], [-5.04, -0.36, -1.27], [-4.63, 1.09, -1.33], [-3.14, 1.43, -0.13], [-5.09, -0.74, -0.26], [-6.00, -0.51, -1.76], [-5.44, 1.74, -0.98], [-4.32, 1.41, -2.32], [0.00, -0.73, 0.14], [1.07, 0.37, 1.33], [0.32, 0.74, 2.59], [-0.99, 2.14, 2.25], [1.38, 1.24, 0.76], [1.94, -0.24, 1.57], [1.00, 1.15, 3.33], [-0.22, -0.10, 3.02], [8.09, -1.92, -1.13], [6.36, -1.62, -1.98], [5.30, -2.53, -1.43], [5.48, -4.34, -2.13], [6.51, -1.74, -3.05], [6.11, -0.58, -1.77], [4.32, -2.19, -1.76], [5.32, -2.61, -0.35], [3.62, -3.98, 5.07], [2.51, -2.45, 4.59], [1.39, -2.85, 3.67], [2.01, -3.13, 1.85], [3.17, -1.71, 4.16], [2.12, -2.09, 5.54], [0.65, -2.05, 3.60], [0.90, -3.76, 3.97], [-0.52, -2.90, 6.70], [-1.16, -4.71, 6.99], [-0.81, -5.62, 5.83], [-1.97, -5.31, 4.30], [-2.23, -4.65, 7.16], [-0.67, -5.05, 7.90], [-0.97, -6.66, 6.11], [0.21, -5.49, 5.49], [0.92, 10.10, -0.69], [2.42, 9.27, 0.22], [2.74, 9.98, 1.51], [3.69, 11.65, 1.20], [3.25, 9.26, -0.47], [2.10, 8.25, 0.42], [3.42, 9.38, 2.12], [1.86, 10.22, 2.09], [-4.32, -2.64, 1.95], [-5.12, -3.41, 3.55], [-6.55, -3.82, 3.31], [-7.75, -2.29, 3.29], [-5.02, -2.68, 4.34], [-4.51, -4.28, 3.78], [-6.91, -4.45, 4.12], [-6.69, -4.34, 2.36]]}

Record 4
{"formula": "C25H36AuClIP3", "method": "ωB97M-V with the def2-TZVPD basis set", "multiplicity": 3, "relative_energy_kcal_mol": 7.89, "max_force_ev_per_a": 4.114, "total_charge": 2, "homo_energy_ev": [-13.976, -14.220], "lumo_energy_ev": [-8.3, -9.1], "species": ["C", "I", "H", "H", "H", "Au", "P", "C", "C", "H", "H", "H", "H", "H", "H", "C", "H", "H", "H", "P", "C", "C", "H", "H", "H", "C", "H", "H", "H", "H", "H", "H", "Cl", "C", "C", "C", "C", "C", "C", "P", "C", "C", "C", "C", "C", "C", "C", "C", "C", "C", "C", "C", "H", "H", "H", "H", "H", "H", "H", "H", "H", "H", "H", "H", "H", "H", "H"], "coordinates": [[-1.13, 0.71, -2.45], [2.72, 1.68, -0.61], [-0.79, 0.80, -3.48], [-1.44, 1.60, -1.91], [-2.02, 0.06, -2.51], [0.11, -0.86, -1.30], [0.95, 2.44, -2.29], [0.41, 3.60, -0.96], [2.30, 3.41, -3.13], [1.87, 4.37, -3.46], [-0.11, 4.06, -3.71], [2.60, 2.78, -3.97], [-0.20, 2.42, -4.47], [1.19, 3.67, -0.19], [3.16, 3.58, -2.48], [-0.34, 3.01, -3.56], [0.29, 4.56, -1.47], [-1.38, 2.94, -3.22], [-0.53, 3.28, -0.48], [0.77, -2.84, -2.18], [0.19, -3.79, -0.76], [-0.37, -2.91, -3.57], [2.74, -2.24, -3.37], [2.77, -3.99, -2.89], [3.12, -2.68, -1.69], [2.52, -2.96, -2.57], [-0.04, -2.18, -4.33], [-0.40, -3.92, -3.98], [0.23, -4.86, -0.95], [-0.84, -3.49, -0.51], [-1.38, -2.60, -3.26], [0.82, -3.55, 0.12], [1.53, -0.06, -3.79], [-0.18, 3.74, 3.51], [1.00, 3.16, 3.06], [0.98, 2.04, 2.24], [-0.24, 1.46, 1.84], [-1.43, 2.05, 2.28], [-1.39, 3.18, 3.10], [-0.19, -0.15, 0.96], [0.87, -1.07, 2.14], [2.09, -1.65, 1.76], [2.83, -2.36, 2.72], [2.45, -2.33, 4.07], [1.31, -1.63, 4.45], [0.50, -1.04, 3.49], [-1.86, -0.87, 1.17], [-2.08, -2.14, 1.72], [-3.37, -2.70, 1.68], [-4.42, -2.04, 1.04], [-4.18, -0.80, 0.45], [-2.91, -0.22, 0.49], [-0.17, 4.59, 4.19], [1.95, 3.59, 3.37], [1.94, 1.65, 1.85], [-2.39, 1.61, 1.98], [-2.32, 3.60, 3.43], [2.42, -1.50, 0.72], [3.72, -2.91, 2.42], [3.07, -2.83, 4.82], [1.04, -1.55, 5.49], [-0.40, -0.50, 3.79], [-1.25, -2.71, 2.14], [-3.55, -3.67, 2.14], [-5.43, -2.47, 1.01], [-4.98, -0.28, -0.07], [-2.73, 0.71, -0.06]]}

Record 5
{"formula": "H4OS2", "method": "ωB97M-V with the def2-TZVPD basis set", "multiplicity": 1, "relative_energy_kcal_mol": 20.06, "max_force_ev_per_a": 3.106, "homo_energy_ev": -8.979, "smiles": "SS.O", "lumo_energy_ev": 0.1, "species": ["S", "S", "H", "H", "H", "H", "O"], "coordinates": [[0.43, 1.15, 0.10], [2.23, 1.88, 0.70], [-0.05, 2.08, 1.00], [2.52, 0.66, 0.76], [-2.18, -2.04, -1.53], [-1.17, -1.48, -0.44], [-1.78, -2.24, -0.59]]}

Record 6
{"formula": "C2H7N2OP", "method": "ωB97M-V with the def2-TZVPD basis set", "multiplicity": 1, "relative_energy_kcal_mol": 42.37, "max_force_ev_per_a": 7.083, "homo_energy_ev": -9.463, "smiles": "C=N[P@@](C)(N)=O", "lumo_energy_ev": 0.2, "species": ["C", "C", "N", "N", "O", "P", "H", "H", "H", "H", "H", "H", "H"], "coordinates": [[2.24, -0.03, 0.22], [-1.30, -0.81, 1.08], [1.09, 0.50, 0.37], [-1.17, 1.35, -1.01], [0.13, -1.25, -1.28], [-0.22, -0.31, -0.28], [3.08, 0.35, 0.90], [2.62, -0.51, -0.80], [-2.25, -0.43, 0.63], [-1.29, -1.89, 1.23], [-1.06, -0.17, 1.88], [-0.63, 2.19, -0.95], [-1.25, 1.00, -1.99]]}